Formula: C27H64Cl2GdN5O11PS4Si
Source: OMol25
Level of theory: the ωB97M-V functional and the def2-TZVPD basis

Values from the calculation:
HOMO-LUMO gap (alpha / beta) in eV: 6.11 / 3.48
Expectation value of S²: 16.05
Energy relative to the best compared isomer or geometry (same formula, charge and spin) in kJ/mol: 35.6
LUMO energy (alpha / beta) in eV: 1.6 / -0.9
Calculated total energy in Eh: -6078.719576

The geometry in ORCA input format:
```
! RIJCOSX wB97M-V def2-TZVPD def2/J DEFGRID3
* xyz -1 8
Gd -1.52 -0.24 1.20
N 0.10 -0.45 2.90
N 0.20 0.94 2.85
C -0.62 1.67 3.70
N -0.11 2.79 4.26
S -2.21 1.26 3.87
H -0.18 -0.79 3.84
H 0.99 -0.81 2.56
H 1.02 1.28 2.34
H 0.86 3.00 4.23
H -0.77 3.49 4.50
Cl -4.50 -1.75 -2.78
C -5.69 -0.51 -3.18
Cl -7.21 -0.58 -2.27
H -5.87 -0.64 -4.25
H -5.21 0.50 -3.00
C 0.22 -0.69 -3.69
C 0.31 -2.10 -3.10
C 1.79 -2.48 -2.87
C -0.41 -3.16 -3.92
O -0.38 -2.02 -1.83
P -0.36 -3.14 -0.67
O 0.95 -3.83 -0.46
O -0.86 -2.23 0.47
O -1.60 -4.13 -1.06
C -1.59 -5.59 -0.76
C -0.94 -5.83 0.64
C -3.03 -5.99 -0.73
C -0.87 -6.30 -1.90
H 0.55 -0.69 -4.70
H 0.89 -0.06 -3.07
H -0.82 -0.30 -3.61
H 2.29 -2.36 -3.83
H 1.83 -3.52 -2.59
H 2.22 -1.88 -2.09
H 0.00 -3.18 -4.92
H -1.49 -2.95 -4.00
H -0.27 -4.19 -3.54
H -1.10 -4.96 1.29
H 0.14 -5.90 0.52
H -1.37 -6.72 1.06
H -3.67 -5.38 -0.17
H -3.15 -7.04 -0.44
H -3.47 -6.02 -1.76
H 0.17 -6.00 -1.93
H -1.38 -6.11 -2.85
H -0.92 -7.38 -1.64
C -5.75 -1.13 1.59
N -5.32 -1.57 2.92
C -6.22 -1.31 4.04
C -4.01 -1.98 3.08
O -3.11 -1.57 2.28
N -3.71 -2.78 4.14
C -4.70 -3.50 4.94
C -2.34 -3.18 4.42
H -6.75 -1.53 1.37
H -5.02 -1.49 0.86
H -5.79 -0.07 1.52
H -6.53 -0.26 4.01
H -5.72 -1.45 4.98
H -7.12 -1.96 4.02
H -5.64 -3.71 4.40
H -5.00 -2.94 5.86
H -4.30 -4.45 5.19
H -1.70 -2.38 4.08
H -2.06 -4.09 3.87
H -2.25 -3.32 5.49
O -1.56 1.52 -0.55
S -3.07 1.79 -0.38
O -3.61 0.55 0.29
O -3.27 2.91 0.53
S -4.12 2.38 -2.12
C 5.50 3.45 -2.78
C 4.54 2.27 -2.83
C 4.17 1.90 -4.28
C 5.15 1.05 -2.16
O 3.26 2.65 -2.20
Si 2.93 2.66 -0.56
S 2.07 0.77 0.13
O 2.07 4.05 -0.30
C 1.26 4.95 -1.14
C 2.16 6.13 -1.56
C 0.61 4.15 -2.29
C 0.25 5.44 -0.10
O 4.34 2.78 0.24
C 4.73 3.00 1.60
C 3.59 3.53 2.47
C 5.92 3.97 1.53
C 5.16 1.63 2.07
H 6.52 3.17 -3.11
H 5.50 3.77 -1.77
H 5.16 4.25 -3.42
H 5.06 1.57 -4.83
H 3.72 2.76 -4.75
H 3.39 1.13 -4.26
H 6.08 0.73 -2.65
H 4.47 0.23 -2.15
H 5.40 1.28 -1.12
H 3.01 5.74 -2.09
H 2.53 6.61 -0.65
H 1.62 6.88 -2.14
H 1.33 3.90 -3.03
H -0.21 4.73 -2.81
H 0.18 3.26 -1.86
H 0.73 5.89 0.77
H -0.29 4.59 0.32
H -0.43 6.21 -0.47
H 3.46 4.59 2.23
H 3.75 3.42 3.53
H 2.67 3.02 2.18
H 5.62 4.89 1.04
H 6.67 3.52 0.90
H 6.34 4.21 2.50
H 4.33 0.98 1.79
H 5.41 1.48 3.11
H 5.97 1.33 1.44
*
```